Molecular formula: C2H5PSi
Method: DFT, ωB97M-V/def2-TZVPD

Geometry (Å):
C: -0.5241 -0.0719 0.2061
C: 0.1323 -1.0733 0.8025
Si: 0.7127 1.4357 0.1752
P: 1.6931 -0.5424 0.2898
H: -2.3227 -0.9649 -1.9681
H: -0.0445 -2.0691 1.3321
H: 1.0864 2.4186 -0.9041
H: 0.9777 1.9750 1.4673
H: -1.7108 -1.1076 -1.4007

Forces on atoms 1 to 2 (eV/Å):
C 0.638 0.402 -0.398
C -0.896 -1.099 2.050

2S+1: 1
HOMO in eV: -7.39


Molecular formula: C3H12N2O2
Method: DFT, ωB97M-V/def2-TZVPD

Geometry (Å):
O: -0.9599 1.5808 -1.6208
C: -0.3462 2.0167 -0.6832
O: 0.7482 2.7574 -0.7751
H: -0.6955 1.9939 0.3592
H: 1.0660 2.7751 -1.6936
C: 1.5600 -0.2706 0.2402
C: 1.0548 -0.5751 1.6430
H: 2.0249 0.7131 0.2099
H: 2.3462 -0.9762 -0.0334
H: 0.7147 -0.4924 -0.4874
H: 0.2685 0.1202 1.9258
H: 0.6390 -1.5799 1.6820
H: 1.8558 -0.5019 2.3826
N: -2.2645 -1.3274 -0.0444
N: -1.1464 -1.2895 -0.9896
H: -1.9331 -1.8841 0.7474
H: -2.3713 -0.3740 0.2983
H: -1.3545 -0.5285 -1.6389
H: -1.2069 -2.1578 -1.5222

Forces on atoms 1 to 2 (eV/Å):
O 0.237 -0.162 0.212
C -0.884 0.616 -0.316

2S+1: 1
HOMO in eV: -8.16
SMILES: O=CO.CC.NN


Molecular formula: C42H33BrN3P2ReS2
Method: DFT, ωB97M-V/def2-TZVPD

Geometry (Å):
Re: -1.2887 0.7484 1.2340
S: 0.0716 2.7661 0.8471
P: 0.9216 1.5280 -0.5175
C: -0.1429 0.1266 -0.4090
P: -0.5191 -0.8106 -1.8830
S: -2.4080 -0.5172 -2.3758
C: -0.2056 -2.5606 -1.5003
C: 0.0298 -3.4797 -2.5188
C: 0.1859 -4.8215 -2.2076
C: 0.1056 -5.2483 -0.8893
C: -0.1474 -4.3345 0.1235
C: -0.3044 -2.9922 -0.1825
C: 0.6137 -0.4933 -3.2695
C: 1.9160 -0.9893 -3.2414
C: 2.7501 -0.8090 -4.3334
C: 2.2808 -0.1475 -5.4588
C: 0.9828 0.3435 -5.4895
C: 0.1463 0.1704 -4.3977
C: 1.0132 2.4467 -2.0682
C: -0.1574 3.0590 -2.5148
C: -0.1176 3.8671 -3.6368
C: 1.0843 4.0599 -4.3059
C: 2.2425 3.4360 -3.8686
C: 2.2153 2.6262 -2.7429
C: 2.6191 1.1745 -0.0041
C: 3.4192 2.2220 0.4495
C: 4.7241 1.9669 0.8385
C: 5.2306 0.6757 0.7553
C: 4.4275 -0.3680 0.3174
C: 3.1118 -0.1247 -0.0476
H: 0.0840 -3.1478 -3.5480
H: 0.3639 -5.5404 -2.9967
H: 0.2364 -6.2953 -0.6488
H: -0.2276 -4.6663 1.1513
H: -0.5033 -2.2628 0.5855
H: 2.2675 -1.5404 -2.3785
H: 3.7595 -1.1995 -4.3100
H: 2.9233 -0.0316 -6.3225
H: 0.6139 0.8520 -6.3709
H: -0.8736 0.5315 -4.4171
H: -1.0879 2.8991 -1.9831
H: -1.0203 4.3526 -3.9832
H: 1.1200 4.7076 -5.1724
H: 3.1774 3.5848 -4.3929
H: 3.1149 2.1405 -2.3894
H: 3.0200 3.2284 0.4955
H: 5.3437 2.7721 1.2102
H: 6.2570 0.4824 1.0387
H: 4.8240 -1.3737 0.2636
H: 2.4580 -0.9357 -0.3462
C: 2.3935 -2.3040 3.9915
C: 1.3004 -3.1608 3.9898
C: 0.0892 -2.7482 3.4670
C: -0.0350 -1.4578 2.9495
C: 1.0545 -0.5900 2.9784
C: 2.2672 -1.0183 3.4866
N: -1.2485 -1.0149 2.3479
N: -2.2612 -1.7578 2.4779
C: -3.3566 -1.3004 1.7875
C: -4.5779 -1.9746 1.8436
C: -5.6499 -1.4656 1.1409
C: -5.5075 -0.2975 0.3931
C: -4.2908 0.3699 0.3388
C: -3.1895 -0.1246 1.0198
H: 3.3424 -2.6303 4.3960
H: 1.3948 -4.1592 4.3957
H: -0.7698 -3.4023 3.4387
H: 0.9583 0.4328 2.6249
H: 3.1189 -0.3508 3.4856
H: -4.6598 -2.8757 2.4379
H: -6.6054 -1.9711 1.1677
H: -6.3538 0.0894 -0.1594
H: -4.1914 1.2640 -0.2658
Br: -4.5273 4.3358 6.0886
C: -3.6132 3.3482 4.7780
C: -3.2778 3.9246 3.5627
C: -2.6151 3.1541 2.6303
N: -2.2655 1.8744 2.8416
C: -2.5980 1.3335 4.0239
C: -3.2644 2.0260 5.0112
H: -3.5270 4.9511 3.3375
H: -2.3569 3.5820 1.6721
H: -2.3224 0.3008 4.1886
H: -3.5059 1.5396 5.9448

Forces on atoms 1 to 2 (eV/Å):
Re 0.224 -1.226 -1.368
S -0.490 0.017 0.589

2S+1: 4
Net charge: +1
Expectation value of S²: 3.783
HOMO (alpha / beta) in eV: -9.78 / -9.96


Molecular formula: C41H58CaN2OSSeSi2
Method: DFT, ωB97M-V/def2-TZVPD

Geometry (Å):
Ca: -1.5196 0.6133 1.1986
C: -2.1479 -1.5237 4.5371
C: -0.9599 -1.7544 3.6413
C: 0.2149 -1.0323 3.8287
C: 1.3548 -1.3003 3.0729
C: 2.6421 -0.5848 3.3789
C: 1.2887 -2.2733 2.0828
C: 0.1132 -2.9829 1.8454
C: 0.0604 -4.0095 0.7484
C: -0.9980 -2.7197 2.6375
H: -2.3753 -0.4592 4.6210
H: -1.9352 -1.9014 5.5392
H: -3.0289 -2.0411 4.1608
H: 0.2568 -0.2738 4.6046
H: 3.4005 -0.7963 2.6283
H: 3.0315 -0.9154 4.3445
H: 2.4924 0.4937 3.4240
H: 2.1755 -2.5099 1.5014
H: 0.8413 -4.7619 0.8738
H: 0.2192 -3.5346 -0.2213
H: -0.9052 -4.5118 0.7290
H: -1.9038 -3.2967 2.4887
C: -3.2476 -2.7158 -0.9776
Si: -3.3509 -1.1100 0.0928
C: -4.7344 -1.5385 1.3685
C: -4.2726 0.1151 -1.0984
C: -5.4018 -0.4169 -1.7374
C: -6.1911 0.3208 -2.6034
C: -5.8609 1.6434 -2.8600
C: -4.7457 2.1886 -2.2457
C: -3.9336 1.4599 -1.3651
Si: -2.4226 2.4359 -0.6473
C: -1.6787 3.3404 -2.1715
C: -3.2738 3.8803 0.3237
H: -4.2180 -3.2037 -1.1045
H: -2.5709 -3.4473 -0.5273
H: -2.8633 -2.4877 -1.9761
H: -5.6611 -1.8727 0.8919
H: -4.9750 -0.6624 1.9784
H: -4.4117 -2.3336 2.0484
H: -5.6764 -1.4512 -1.5513
H: -7.0560 -0.1320 -3.0750
H: -6.4653 2.2430 -3.5311
H: -4.4977 3.2241 -2.4621
H: -2.3123 4.1521 -2.5405
H: -1.5308 2.6349 -2.9923
H: -0.7009 3.7651 -1.9288
H: -4.0607 4.3693 -0.2586
H: -2.5428 4.6495 0.5948
H: -3.7359 3.5091 1.2459
C: -1.5499 4.4445 3.7272
S: -0.9489 3.1402 2.6160
O: -1.6774 1.9052 3.0749
C: 0.6930 3.0304 3.3337
C: 0.8712 2.6771 4.6662
C: 2.1495 2.6265 5.1928
C: 3.2445 2.9343 4.3916
C: 3.0591 3.2900 3.0632
C: 1.7804 3.3346 2.5268
H: -1.4032 4.1387 4.7595
H: -2.6072 4.5846 3.5116
H: -0.9893 5.3508 3.5041
H: 0.0114 2.4363 5.2800
H: 2.2929 2.3629 6.2325
H: 4.2444 2.8893 4.8029
H: 3.9094 3.5473 2.4454
H: 1.6246 3.5971 1.4877
C: 0.4906 1.6054 -4.6115
C: 0.7513 0.1095 -4.7662
C: -0.2771 -0.7681 -4.0516
C: -0.2607 -0.6466 -2.5274
N: 0.9979 -1.0821 -1.9417
C: 1.8573 -0.2941 -1.2429
Se: 1.5936 1.4600 -0.8150
N: 2.9204 -1.0654 -0.8753
C: 4.0533 -0.6370 -0.0826
C: 5.3518 -0.4614 -0.8729
C: 5.3622 0.7129 -1.8582
C: 4.6302 0.4307 -3.1722
C: 2.7120 -2.3649 -1.3049
C: 3.4666 -3.5154 -1.1409
C: 2.9592 -4.6872 -1.6860
C: 1.7380 -4.7036 -2.3541
C: 0.9745 -3.5538 -2.5025
C: 1.4886 -2.3774 -1.9786
H: 1.1658 2.1774 -5.2494
H: 0.6486 1.9352 -3.5843
H: -0.5343 1.8508 -4.8970
H: 1.7540 -0.1278 -4.3962
H: 0.7328 -0.1513 -5.8270
H: -0.1096 -1.8077 -4.3417
H: -1.2806 -0.4921 -4.3847
H: -1.0713 -1.2401 -2.0958
H: -0.4184 0.3904 -2.2313
H: 4.2091 -1.3889 0.6949
H: 3.7792 0.3050 0.3912
H: 5.5844 -1.3854 -1.4113
H: 6.1407 -0.3082 -0.1321
H: 6.4040 0.9566 -2.0780
H: 4.9135 1.5880 -1.3812
H: 4.8480 -0.5766 -3.5350
H: 4.9347 1.1421 -3.9401
H: 3.5524 0.5285 -3.0494
H: 4.4039 -3.5061 -0.6009
H: 3.5220 -5.6049 -1.5803
H: 1.3710 -5.6342 -2.7658
H: 0.0113 -3.5860 -2.9920

Forces on atoms 1 to 2 (eV/Å):
Ca 1.367 -0.888 0.379
C 0.039 0.009 -0.060

2S+1: 1
HOMO in eV: -5.72


Molecular formula: C4H6N2O2
Method: DFT, ωB97M-V/def2-TZVPD

Geometry (Å):
C: 2.2916 -0.5999 -0.0368
C: 1.5715 0.6276 -0.0896
C: 0.1243 1.2196 0.0608
C: -1.4194 0.6070 0.4473
H: 0.7264 -1.9278 0.0975
H: 2.1191 -2.6429 -0.1982
H: 3.3919 -0.5177 -0.5222
H: 2.3179 1.5184 -0.4274
H: -2.2020 1.3553 1.2805
H: -2.6543 -2.1740 -0.5289
N: 1.7757 -1.7528 0.3356
N: -1.3857 -0.7121 -0.3017
O: 0.0055 2.4031 -0.1619
O: -2.7351 -1.0885 -0.1166

Forces on atoms 1 to 2 (eV/Å):
C 0.018 5.399 -2.472
C 2.368 0.395 -0.765

2S+1: 1
HOMO in eV: -8.58


Molecular formula: C3H2BrO2S
Method: DFT, ωB97M-V/def2-TZVPD

Geometry (Å):
C: 1.5052 -1.0307 -0.3155
C: 2.3821 0.0472 0.0436
C: 1.1318 0.2307 -0.6586
O: -1.7697 1.3398 -0.5851
O: -2.0521 1.3024 1.9299
S: -1.2909 0.8967 0.7330
Br: -1.8417 -1.5048 0.6159
H: 1.2603 -1.9738 -0.3424
H: 0.6750 0.6926 -1.4209

Forces on atoms 1 to 2 (eV/Å):
C 0.956 7.186 0.502
C -1.427 -0.582 -0.417

2S+1: 1
Net charge: -1
HOMO in eV: -4.80


Molecular formula: C28H74HfN4O12
Method: DFT, ωB97M-V/def2-TZVPD

Geometry (Å):
Hf: -15.7520 14.0868 -4.5907
C: -18.4062 11.0186 -2.4371
C: -17.2125 10.9950 -3.3999
O: -16.8288 12.2850 -3.8211
H: -18.5532 9.9795 -2.1293
H: -19.3587 11.3571 -2.8433
H: -18.1111 11.5738 -1.5494
H: -17.5750 10.4363 -4.2653
H: -16.3300 10.5126 -2.9763
C: -13.1966 10.8324 -3.7774
C: -12.7715 12.1015 -4.5057
O: -13.8029 13.0392 -4.7069
H: -12.2630 10.3801 -3.4394
H: -13.7308 10.1458 -4.4300
H: -13.7754 11.0772 -2.8860
H: -12.3532 11.8139 -5.4753
H: -11.9373 12.6209 -4.0261
C: -15.3112 4.0361 -3.4935
O: -15.9422 5.1151 -2.8151
C: -17.3491 5.2009 -3.0274
C: -17.8247 6.4551 -2.2685
N: -17.4289 6.4980 -0.8703
C: -17.2325 7.8030 -0.2927
C: -16.7216 7.6681 1.1364
O: -16.4433 8.9242 1.6896
C: -15.7252 8.8679 2.8944
H: -15.5031 4.1221 -4.5664
H: -15.6566 3.0414 -3.1982
H: -14.2461 4.0721 -3.2784
H: -17.8431 4.3502 -2.5492
H: -17.5724 5.2707 -4.0929
H: -18.9093 6.5451 -2.3692
H: -17.4755 7.3311 -2.8407
H: -16.5222 6.0421 -0.9577
H: -18.1172 8.4440 -0.3139
H: -16.4388 8.3903 -0.7886
H: -15.8550 6.9992 1.1332
H: -17.5389 7.1994 1.6966
H: -14.8442 8.2257 2.8184
H: -16.3364 8.5094 3.7295
H: -15.4500 9.8924 3.1450
C: -27.1449 11.8785 -3.3311
O: -26.0447 11.2216 -2.7266
C: -24.9305 12.0752 -2.7286
C: -23.8470 11.5085 -1.8099
N: -23.3909 10.2158 -2.4050
C: -22.4144 9.6159 -1.4632
C: -21.7252 8.4795 -2.1870
O: -22.6093 7.3872 -2.2516
C: -22.1524 6.3661 -3.1334
H: -28.0153 11.2272 -3.3299
H: -26.8650 12.1925 -4.3416
H: -27.4754 12.8002 -2.8392
H: -25.2141 13.0720 -2.3653
H: -24.5536 12.2436 -3.7466
H: -24.3777 11.4589 -0.8537
H: -22.9946 12.1863 -1.7866
H: -24.2206 9.6679 -2.1790
H: -22.8653 9.2472 -0.5392
H: -21.6231 10.3248 -1.2004
H: -20.8005 8.1954 -1.6586
H: -21.3507 8.7765 -3.1757
H: -21.1511 6.1162 -2.7719
H: -22.1208 6.7658 -4.1498
H: -22.8075 5.5051 -3.0393
C: -19.8017 12.6594 -7.9385
O: -19.3188 12.1278 -6.7113
C: -20.1251 11.1012 -6.0779
C: -19.8730 9.7616 -6.7663
N: -18.5196 9.1746 -6.6068
C: -17.4891 9.9075 -7.3957
C: -16.1146 9.2967 -7.1896
O: -15.1958 10.3890 -7.3902
C: -13.8767 9.9782 -7.6508
H: -19.1538 13.4770 -8.2470
H: -20.8311 13.0060 -7.8153
H: -19.8099 11.9142 -8.7352
H: -21.1509 11.4712 -6.1177
H: -19.8168 11.0658 -5.0321
H: -20.1133 9.7770 -7.8326
H: -20.6318 9.0549 -6.4198
H: -18.2137 9.5978 -5.7327
H: -17.3682 10.9347 -7.0468
H: -17.6952 9.8997 -8.4666
H: -15.8800 8.4928 -7.8895
H: -15.9046 8.9373 -6.1761
H: -13.3199 9.6586 -6.7612
H: -13.2954 10.8392 -7.9891
H: -13.7099 9.2175 -8.4166
C: -21.8255 13.8871 -4.1414
O: -21.4313 13.7556 -2.8003
C: -21.0207 15.0241 -2.3364
C: -20.3225 14.9763 -0.9848
N: -18.9801 14.3866 -1.0293
C: -18.3361 14.4234 0.2835
C: -16.8785 14.0452 0.1528
O: -16.6078 12.7383 -0.3803
C: -16.6054 11.7130 0.6381
H: -22.1924 12.9099 -4.4564
H: -20.9667 14.1316 -4.7815
H: -22.6327 14.6107 -4.2794
H: -21.8392 15.7483 -2.2778
H: -20.2960 15.4971 -3.0170
H: -20.9285 14.3839 -0.2886
H: -20.3812 16.0163 -0.6599
H: -19.1367 13.4289 -1.3201
H: -18.8543 13.7948 1.0227
H: -18.4526 15.3683 0.8191
H: -16.3856 14.1211 1.1280
H: -16.3443 14.7934 -0.4345
H: -16.3367 10.8012 0.1121
H: -17.5035 11.5006 1.2184
H: -15.8177 11.9721 1.3479
O: -17.9767 13.9946 -5.4502
H: -18.5810 13.2394 -5.7335
H: -18.5520 14.7720 -5.4011
O: -15.1207 13.8032 -2.3135
H: -15.7408 13.2728 -1.7627
H: -14.3520 13.9716 -1.7539

Forces on atoms 1 to 2 (eV/Å):
Hf 1.532 -10.814 4.071
C 0.836 -0.355 0.412

2S+1: 1
Net charge: +2
HOMO in eV: -12.50


Molecular formula: C8H13NO
Method: DFT, ωB97M-V/def2-TZVPD

Geometry (Å):
C: 0.1125 0.2951 -1.8504
C: -0.1919 -0.2444 -0.8112
C: -1.2741 -1.2710 -0.1888
C: -2.2848 -0.4305 0.5807
C: -0.5861 -2.2957 0.6639
O: -1.9315 -1.8367 -1.2976
H: 0.4871 0.7911 -2.7061
H: -3.0953 -1.0725 0.9226
H: -1.8089 0.0323 1.4422
H: -2.6990 0.3395 -0.0662
H: -0.0046 -2.9988 0.0662
H: -1.3008 -2.8266 1.2865
H: 0.1523 -1.7669 1.3409
H: -1.3062 -2.3914 -1.7813
C: 2.3912 2.2108 -0.3491
C: 1.1977 1.9165 0.5621
C: 1.1172 0.4768 0.8235
N: 1.3845 -0.4560 1.4763
H: 2.3014 1.6704 -1.2865
H: 3.3191 1.9114 0.1356
H: 2.4367 3.2756 -0.5748
H: 1.3143 2.4294 1.5214
H: 0.2693 2.2415 0.0901

Forces on atoms 1 to 2 (eV/Å):
C 0.396 0.078 0.229
C -2.407 -1.782 -0.848

2S+1: 1
HOMO in eV: -9.48
SMILES: C#CC(C)(C)O.CCC#N


Molecular formula: CH4NOP
Method: DFT, ωB97M-V/def2-TZVPD

Geometry (Å):
C: -1.4902 -0.2959 -0.0220
N: 0.6629 0.4553 0.0143
O: -0.0926 -0.6028 -0.0064
P: 3.1047 -0.1242 -0.0078
H: -1.7697 0.1345 -0.9861
H: -1.7265 0.4199 0.7683
H: -2.0103 -1.2382 0.1361
H: 3.3218 1.2515 0.1037

Forces on atoms 1 to 2 (eV/Å):
C -0.975 0.296 0.017
N 1.974 -2.133 -0.011

2S+1: 1
HOMO (alpha / beta) in eV: -7.41 / -7.51


Molecular formula: C5H9NO2
Method: DFT, ωB97M-V/def2-TZVPD

Geometry (Å):
C: 0.2399 -0.9514 -0.2705
C: -0.2083 0.3867 -1.2260
C: 0.5248 1.4331 1.2836
C: 1.1555 0.5543 0.2298
N: -0.3034 -1.5320 0.8508
C: -1.2122 -0.7672 -1.3609
O: 2.3517 0.4970 0.0782
O: -2.3002 -0.8073 -0.7361
H: 1.0943 -1.4164 -0.7479
H: -1.3254 -1.4637 0.8943
H: 0.1741 -1.4349 1.7352
H: -1.0980 -1.2811 -2.3263
H: 0.4388 0.4836 -2.0910
H: -0.7287 1.2931 -0.9418
H: 0.6215 2.4660 0.9439
H: -0.5187 1.1949 1.4733
H: 1.0943 1.3452 2.2115

Forces on atoms 1 to 2 (eV/Å):
C 2.340 1.642 0.365
C -2.275 -1.478 -1.056

2S+1: 1
HOMO in eV: -8.26


Molecular formula: C9H14
Method: DFT, ωB97M-V/def2-TZVPD

Geometry (Å):
C: -1.1881 -0.0535 0.8969
C: 0.4397 1.5815 -0.1076
C: -0.9024 1.0495 -0.0272
C: 0.6811 2.6800 -0.8707
C: -0.3438 3.3374 -1.5709
C: -1.9481 1.6891 -0.7523
C: -1.6503 2.7511 -1.5433
H: 1.2181 1.1033 0.4675
H: 1.6883 3.0816 -0.8805
H: -2.1636 -0.4979 0.6661
H: -1.4230 0.4011 1.8653
H: -0.2365 4.2518 -2.1377
H: -2.9759 1.3502 -0.7877
H: -2.4177 3.2154 -2.1384
H: -0.4367 -0.8336 0.9825
C: 2.0318 -2.6086 0.8616
C: 0.9187 -3.6170 0.5780
H: 1.6333 -1.6040 1.0372
H: 2.3807 -2.8302 1.8731
H: 2.8655 -2.6994 0.1753
H: 1.2354 -4.5909 0.9462
H: 0.6762 -3.8021 -0.4538
H: -0.0827 -3.3549 0.9204

Forces on atoms 1 to 2 (eV/Å):
C -1.257 -0.265 -0.351
C -0.778 -0.092 -0.296

2S+1: 2
Net charge: +1
Expectation value of S²: 0.769
HOMO (alpha / beta) in eV: -14.18 / -14.18


In the order shown, the computed max |F| values come out to 0.05580 0.03252 0.03599 0.03311 0.20156 0.14131 0.22667 0.06053 0.06272 0.05662 0.02986 Eh/bohr.